C4H3N3 in the gas phase at a distorted geometry, computed with the ωB97M-V functional and the def2-TZVPD basis.

Calculated values
SMILES string: [H]/N=C(\C#N)N1C=C1
Kohn-Sham gap: 9.6 eV
E_tot: -318.3357 hartree
HOMO: -9.354 eV
energy above the lowest of the compared OMol25 structures with the same formula, charge and spin: 93.5 kcal per mole

Geometry (Å):
N (0.562, 1.376, -0.563)
N (2.955, -0.974, 0.264)
H (-2.229, 1.167, 0.131)
H (1.459, 1.706, -0.915)
N (-0.433, -0.253, 0.770)
C (0.665, 0.273, 0.058)
C (1.926, -0.449, 0.210)
H (-1.696, -2.051, -0.195)
C (-1.488, -1.019, 0.037)
C (-1.720, 0.224, 0.203)

Atoms 1-2, force components in eV/Å:
N 0.198 -0.331 0.145
N -1.028 0.456 -0.024

Here are the natural (NBO) charges for atoms 1 to 5, given in e: number 1, N, carries -0.599; number 2, N, carries -0.267; number 3, H, carries 0.255; number 4, H, carries 0.360; number 5, N, carries -0.451